Version P
Below is the molecule C2H7OPS2, with properties calculated with wB97M-V/def2-TZVPD.

CARTESIAN COORDINATES (ANGSTROEM)
C 0.7876 -0.0085 -1.3479
C 0.6496 -0.3012 0.1420
P -1.1555 -0.2903 0.7138
O -1.2276 1.7787 0.7568
S -2.7211 -0.9734 -0.2720
S -0.9146 -0.9580 2.7948
H 0.8477 1.1330 -1.3932
H 1.8342 -0.3062 -1.5890
H 0.1446 -0.6345 -1.9625
H 0.9713 0.4388 0.7767
H 0.9596 -1.4116 0.4336
H -1.9795 2.1002 0.1154
H -1.5417 0.1553 3.0069

The frontier orbital gap is 8.99 eV. Its SMILES is CC[P@@](O)(=S)S. The highest occupied orbital energy comes out at -9.3151 eV.

---

Version Q
Below is a cluster of 2 separate species, C2H7OPS2 in total, with properties calculated with wB97M-V/def2-TZVPD.

CARTESIAN COORDINATES (ANGSTROEM)
C 0.5561 2.3741 0.3276
C 0.2544 -2.4406 0.0264
O -0.7016 1.7283 0.2067
P -0.9617 0.1955 -0.1511
S -2.8154 -0.2758 0.0557
S 0.5249 -0.8839 0.9114
H 0.3341 3.4353 0.4420
H 1.1638 2.2113 -0.5626
H 1.0934 2.0079 1.2052
H -0.6283 -2.9409 0.4195
H 1.1366 -3.0526 0.1799
H 0.1286 -2.2152 -1.0319
H -0.0848 -0.1435 -2.0287

The frontier orbital gap is 8.59 eV. The highest occupied orbital energy comes out at -9.0384 eV.

---

Which of them is least stable? Easy: version Q.

---

Version P
Below is a cluster of 2 separate species, H4N2O2 in total, with properties calculated with wB97M-V/def2-TZVPD.

CARTESIAN COORDINATES (ANGSTROEM)
N -1.1898 -0.6183 -0.2741
N 1.5227 0.6150 0.4523
O -0.8377 0.5274 0.2077
O 2.2683 -0.3710 0.2057
H -1.8579 -1.1869 0.3927
H -1.5731 -0.5496 -1.2471
H 1.5619 1.3929 -0.3460
H 0.5175 0.4696 0.7718

The frontier orbital gap (spin up / spin down) is 9.86 / 7.30 eV. The highest occupied orbital energy (spin up / spin down) comes out at -9.1491 / -8.2433 eV.

---

Version Q
Below is a cluster of 2 separate species, H4N2O2 in total, with properties calculated with wB97M-V/def2-TZVPD.

CARTESIAN COORDINATES (ANGSTROEM)
N 0.4033 -1.7097 -0.8790
N -0.4291 1.6962 0.8786
O 0.2011 -0.4687 -1.1289
O 0.4742 0.8163 0.6840
H -0.2310 -2.1576 -0.2195
H 1.3700 -2.0212 -0.8784
H -1.2872 1.3842 1.3305
H -0.5013 2.4606 0.2126

The frontier orbital gap (spin up / spin down) is 9.49 / 9.46 eV. The highest occupied orbital energy (spin up / spin down) comes out at -8.5809 / -8.5623 eV.

---

Which of them is least stable? Easy: version P.

---

Version P
Below is the molecule C6H5N3, with properties calculated with wB97M-V/def2-TZVPD.

CARTESIAN COORDINATES (ANGSTROEM)
C -2.2058 -1.5617 -0.4148
C -0.8048 -1.5644 -0.6076
C -2.7484 -0.5892 0.3566
C -1.3416 1.1534 -0.2353
C -0.1444 0.7293 -0.2904
C 1.0594 1.5408 0.2006
N 0.0684 -0.6169 -0.6644
N -3.0946 0.4617 0.9004
N -2.5220 1.3694 -0.1606
H -2.6718 -2.4201 -0.6432
H -0.3964 -2.5005 -0.8695
H 1.9316 1.4710 -0.4664
H 0.8889 2.6564 0.3688
H 1.3196 1.1288 1.1436

The frontier orbital gap is 8.87 eV. The highest occupied orbital energy comes out at -9.0470 eV.

---

Version Q
Below is the molecule C6H5N3, with properties calculated with wB97M-V/def2-TZVPD.

CARTESIAN COORDINATES (ANGSTROEM)
C 0.1438 -0.3815 0.0344
C -0.1239 1.0004 0.0626
C -1.4440 1.4508 -0.0091
C -2.4702 0.4629 -0.0665
C -2.2623 -0.8507 -0.0418
C -0.8800 -1.2790 0.0056
H 0.5359 1.5850 0.2735
H -1.4624 2.4261 0.1321
H -3.5488 0.7489 -0.0700
H -3.0571 -1.5854 0.0033
H -0.4509 -2.3546 -0.0975
N 3.3130 0.5813 -0.1232
N 2.3874 -0.1682 -0.0012
N 1.4716 -0.8756 0.1026

The frontier orbital gap is 9.79 eV. The highest occupied orbital energy comes out at -8.8805 eV.

---

Which of them is least stable? Easy: version P.

---

Version P
Below is a structure of composition CH5ClNP, with properties calculated with wB97M-V/def2-TZVPD.

CARTESIAN COORDINATES (ANGSTROEM)
C 0.1334 -1.2705 -0.1106
N 0.2364 1.5900 -0.6464
P -1.1080 -0.0888 0.3933
Cl -0.4635 -0.1027 2.3463
H 0.1079 -1.4483 -1.1097
H 0.0900 -2.1841 0.5354
H 1.1273 -0.6283 0.1216
H 0.0757 2.3479 -0.0511
H -0.1993 1.7847 -1.4789

The frontier orbital gap (spin up / spin down) is 7.57 / 7.69 eV. The spin multiplicity is 3. The highest occupied orbital energy (spin up / spin down) comes out at -6.5907 / -9.9149 eV.

---

Version Q
Below is the molecule CH5ClNP, with properties calculated with wB97M-V/def2-TZVPD.

CARTESIAN COORDINATES (ANGSTROEM)
C 0.3615 -1.1613 0.2590
N 0.3633 1.4646 -0.6306
P -0.7336 -0.0884 -0.8265
Cl -2.0346 0.2152 0.6357
H 0.4246 -0.5702 1.1642
H 1.3215 -1.3948 -0.3066
H -0.1627 -2.1371 0.4468
H 0.4713 1.3716 0.3439
H -0.0113 2.3004 -1.0858

The frontier orbital gap (spin up / spin down) is 5.49 / 6.72 eV. The spin multiplicity is 3. The highest occupied orbital energy (spin up / spin down) comes out at -4.4821 / -9.7376 eV.

---

Which of them is least stable? Easy: version Q.

---

Version P
Below is the molecule C4H5ClO2S, with properties calculated with wB97M-V/def2-TZVPD.

CARTESIAN COORDINATES (ANGSTROEM)
O 1.9678 0.9766 1.1900
C 1.6310 0.3995 0.0842
S 2.8011 -0.4021 -0.8402
C 0.1921 0.5322 -0.4200
Cl -0.0139 2.3468 -0.6928
C -1.0979 0.0957 0.4049
C -1.5123 -1.2342 -0.2870
O -2.2573 0.1149 -0.3601
H 2.8881 0.6735 1.5797
H -0.0236 -0.0821 -1.3485
H -1.3181 0.1733 1.5894
H -1.2342 -1.6368 -1.3396
H -2.0227 -1.9574 0.4400

The frontier orbital gap is 8.82 eV. Its SMILES is OC(=S)[C@H](Cl)[C@@H]1CO1. The highest occupied orbital energy comes out at -9.1866 eV.

---

Version Q
Below is the molecule C4H5ClO2S, with properties calculated with wB97M-V/def2-TZVPD.

CARTESIAN COORDINATES (ANGSTROEM)
C -0.8437 -0.3279 1.1505
C 0.4234 -0.2860 1.3621
C 0.4109 0.5289 -1.4395
C -1.4631 -0.3743 -0.1285
O 2.3768 1.0776 0.3212
O 1.9622 -1.3613 -0.3967
S 1.4766 -0.0084 -0.1219
Cl -2.8972 0.5380 -0.3765
H -1.7838 0.0100 1.7966
H 0.9443 -0.1823 2.3864
H 0.4192 0.0591 -2.4181
H 0.4327 1.5869 -1.3971
H -1.4585 -1.2604 -0.7385

The frontier orbital gap (spin up / spin down) is 7.76 / 7.60 eV. The highest occupied orbital energy (spin up / spin down) comes out at -9.3158 / -9.1901 eV.

---

Which of them is least stable? Easy: version Q.

---

Version P
Below is a cluster of 4 separate species, CH8O5 in total, with properties calculated with wB97M-V/def2-TZVPD.

CARTESIAN COORDINATES (ANGSTROEM)
O -1.0982 -1.0983 1.9653
C -0.5792 -0.0897 2.3462
O -0.5223 1.0070 1.5816
H -0.1875 0.0663 3.3587
H 0.2421 1.1531 0.9736
O 1.6815 0.7876 0.1399
H 1.7260 1.4100 -0.5833
H 1.4810 -0.0514 -0.2963
O 0.0042 1.0565 -1.8977
H -0.5079 1.6737 -2.3619
H 0.4251 0.5425 -2.5917
O -0.6883 -1.9983 -1.1368
H -0.8713 -2.9325 -1.0829
H -1.1053 -1.5263 -0.4148

The frontier orbital gap is 10.94 eV. Its SMILES is O=CO.O.O.O. The highest occupied orbital energy comes out at -10.5561 eV.

---

Version Q
Below is a cluster of 4 separate species, CH8O5 in total, with properties calculated with wB97M-V/def2-TZVPD.

CARTESIAN COORDINATES (ANGSTROEM)
O 1.5758 1.2906 -1.0096
C 2.0106 0.3472 -1.5946
O 2.2564 -0.8257 -0.9929
H 2.1182 0.2890 -2.6879
H 1.4346 -1.2975 -0.9031
O -0.4073 -1.8883 -0.0455
H -0.9410 -1.3738 0.5641
H -0.4302 -2.8197 0.1977
O -2.1945 -0.0464 1.5311
H -1.7396 0.7286 1.1894
H -2.9816 -0.0787 0.9890
O -0.6332 1.8354 0.8497
H -0.1496 1.8454 1.6949
H 0.0815 1.9938 0.2176

The frontier orbital gap is 11.91 eV. Its SMILES is O=CO.O.O.O. The highest occupied orbital energy comes out at -11.1883 eV.

---

Which of them is least stable? Easy: version P.

---

Version P
Below is a cluster of 9 separate species, C9H36N4O9 in total, with properties calculated with wB97M-V/def2-TZVPD.

CARTESIAN COORDINATES (ANGSTROEM)
N -0.1398 -0.9266 -0.3548
C -0.2875 -0.4667 0.8754
N 0.8288 0.0351 1.3158
O -1.3521 -0.3912 1.4207
H -0.8966 -1.2816 -0.9218
H 0.8254 -1.1712 -0.5236
H 0.8576 0.5539 2.1819
H 1.5371 0.2171 0.6191
N -1.8217 1.5523 -3.0460
C -2.7854 2.0570 -3.7485
N -3.9945 1.7117 -3.4209
O -2.3905 2.9443 -4.6030
H -0.9553 2.0709 -3.0215
H -1.8421 0.5426 -3.0430
H -4.5990 2.4441 -3.7649
H -4.2427 1.0521 -2.6974
C -5.1006 -0.2719 1.5010
O -4.1167 -0.0550 2.4684
H -6.0734 0.0252 1.8927
H -4.9769 0.1629 0.5091
H -5.2092 -1.3496 1.3789
H -3.2321 -0.1559 2.1094
C 2.3326 -0.5870 -2.1784
O 2.7721 -0.1232 -0.8884
H 1.2632 -0.6492 -2.3801
H 2.6836 0.1374 -2.9134
H 2.7864 -1.5591 -2.3711
H 3.7295 -0.1936 -0.8967
C -3.2143 -1.9051 -3.3592
O -1.9399 -1.1705 -3.1042
H -3.9203 -1.1184 -3.0932
H -3.3881 -2.2397 -4.3820
H -3.1490 -2.6777 -2.5931
H -1.3749 -1.4050 -3.8440
C 1.7914 2.5049 4.0165
O 2.7975 2.1302 3.1567
H 0.8263 2.1155 3.6926
H 2.2408 2.2183 4.9673
H 1.7803 3.5948 4.0282
H 3.5952 2.0833 3.6887
C 3.5635 3.7426 0.4898
O 2.5508 4.7212 0.4913
H 4.1261 3.8880 -0.4324
H 4.2913 3.7799 1.3004
H 3.1442 2.7376 0.5377
H 2.2255 4.7770 1.3928
C 2.7856 -1.2303 3.9994
O 3.3733 -1.6669 5.1175
H 2.6964 -2.0336 3.2681
H 1.7277 -1.0458 4.1862
H 3.2812 -0.3938 3.5065
H 4.2669 -1.8665 4.8291
C -0.1024 -4.4808 -0.9585
O 0.7909 -4.3586 -2.0040
H -1.0441 -4.9224 -1.2844
H 0.4463 -5.0940 -0.2437
H -0.4143 -3.5336 -0.5183
H 0.6458 -3.4751 -2.3505

The frontier orbital gap is 8.72 eV. Its SMILES is NC(N)=O.NC(N)=O.CO.CO.CO.CO.CO.CO.CO. The highest occupied orbital energy comes out at -8.7685 eV.

---

Version Q
Below is a cluster of 9 separate species, C9H36N4O9 in total, with properties calculated with wB97M-V/def2-TZVPD.

CARTESIAN COORDINATES (ANGSTROEM)
N 2.6661 0.8425 2.7435
C 2.3721 -0.4105 2.4945
N 2.9571 -1.2455 3.3195
O 1.7631 -0.8285 1.3085
H 1.8611 1.4855 2.5225
H 3.2351 1.0955 3.5645
H 2.9391 -2.2625 3.0985
H 3.5111 -1.0185 4.1815
N -1.8339 2.5175 -0.6305
C -0.7469 3.1605 -0.2495
N -1.0359 4.4375 0.0265
O 0.5131 2.5855 -0.0935
H -1.6089 1.5665 -0.8545
H -2.7349 2.8855 -0.8635
H -0.2719 5.0995 0.3005
H -2.0029 4.6935 0.1325
C -1.3449 0.4415 1.8595
O -1.9139 1.7195 2.0825
H -0.5089 0.6395 1.1725
H -2.0349 -0.2385 1.4565
H -1.0699 -0.0415 2.8185
H -1.9529 2.1605 1.2065
C 2.3231 2.3105 -2.9285
O 3.2901 2.7935 -3.7525
H 1.3171 2.8285 -3.0195
H 2.7811 2.3805 -1.9505
H 2.1131 1.2975 -3.2615
H 4.0761 2.2855 -3.7165
C 4.1301 -0.5695 -2.2215
O 2.9901 -0.6145 -1.3815
H 5.0571 -0.3265 -1.7105
H 3.9881 0.0035 -3.1295
H 4.1691 -1.5965 -2.4615
H 3.1071 0.0545 -0.7675
C -0.1459 0.1015 -1.6335
O -1.4319 -0.0365 -1.0385
H 0.6821 0.1695 -0.8835
H -0.1329 1.0665 -2.1885
H 0.1771 -0.6885 -2.2495
H -1.7219 -0.9485 -1.2285
C -4.5279 -0.0085 0.7115
O -5.0749 0.8515 1.7345
H -4.1289 -0.9395 1.1585
H -3.6469 0.4745 0.3265
H -5.2509 -0.2735 -0.1355
H -4.6579 0.7375 2.5595
C -2.8099 -3.6875 0.6095
O -2.3429 -2.6115 -0.0325
H -3.9339 -3.6655 0.7905
H -2.4239 -3.8175 1.6275
H -2.5169 -4.5605 0.0385
H -1.3639 -2.8025 -0.1845
C 0.4451 -3.4975 -0.4805
O 0.2421 -2.8245 0.7555
H -0.1679 -4.3675 -0.6045
H 1.5061 -3.9175 -0.3965
H 0.3301 -2.8545 -1.3575
H 0.7951 -2.0295 0.8075

The frontier orbital gap is 9.40 eV. Its SMILES is NC(N)=O.NC(N)=O.CO.CO.CO.CO.CO.CO.CO. The highest occupied orbital energy comes out at -9.1023 eV.

---

Which of them is least stable? Easy: version Q.

---

Version P
Below is the molecule C2H3ClF2, with properties calculated with wB97M-V/def2-TZVPD.

CARTESIAN COORDINATES (ANGSTROEM)
F 0.2060 -1.3250 -0.4699
C -0.2057 -0.7907 0.7610
F -1.5465 -0.4003 0.6370
C 0.5693 0.4150 0.9687
Cl 0.4816 1.0191 -0.9656
H -0.0955 -1.2600 1.7111
H 0.1177 1.1553 1.5221
H 1.6734 0.5624 1.3004

The frontier orbital gap is 10.85 eV. Its SMILES is FC(F)CCl. The highest occupied orbital energy comes out at -10.5360 eV.

---

Version Q
Below is the molecule C2H3ClF2, with properties calculated with wB97M-V/def2-TZVPD.

CARTESIAN COORDINATES (ANGSTROEM)
C 0.4817 0.6568 -0.1609
C -0.3288 -0.6094 0.1352
F 0.0598 -0.9473 1.2912
F -0.0177 -1.6605 -0.6532
Cl -2.1312 -0.3773 0.1177
H 0.6336 0.8038 -1.2477
H 1.4655 0.5581 0.3346
H -0.1630 1.5759 0.1831

The frontier orbital gap is 12.57 eV. Its SMILES is CC(F)(F)Cl. The highest occupied orbital energy comes out at -11.6655 eV.

---

Which of them is least stable? Easy: version P.